# 1
This record from the OMol25 dataset describes a structure of composition C47H99InN5O7 at a distorted geometry. The level of theory is the ωB97M-V functional and the def2-TZVPD basis.

Last column: Mulliken charge in e.
CARTESIAN COORDINATES (ANGSTROEM)
H 10.3082 -22.0038 14.5402  -0.079
H 3.8443 -18.2388 18.2671  0.495
H 8.7693 -10.4503 16.3634  0.394
H 14.1367 -22.5298 11.1927  0.393
C 3.9742 -21.1317 19.7934  -1.813
H 11.7379 -24.3859 14.8171  0.268
C 13.6977 -23.5140 11.3560  -1.081
C 8.1253 -11.9035 14.7840  -1.265
C 7.7515 -24.4475 17.4160  1.620
H 9.0485 -11.6601 14.2582  0.500
In 12.8298 -20.3921 15.2713  1.037
H 8.0846 -13.0491 12.5361  0.450
H 9.4018 -23.1142 19.9778  0.056
H 3.8268 -16.6884 20.0691  0.416
H 9.9107 -15.8069 17.6706  -0.288
C 13.6743 -23.7594 12.9402  1.700
H 12.4726 -23.1412 9.5670  0.421
H 14.3586 -24.1686 10.7879  0.405
H 11.0360 -23.2103 19.2952  0.426
H 10.2730 -12.1391 16.4432  0.393
C 13.5538 -18.0495 23.6880  -1.773
H 7.6420 -24.3538 20.5340  0.142
C 4.1117 -17.6847 20.4072  -0.734
H 14.8408 -21.9115 13.2252  0.300
O 9.9230 -24.0664 16.5626  0.793
H 10.0487 -17.9103 17.9352  -0.158
H 14.2432 -15.0379 20.4911  0.432
H 5.8733 -24.8013 18.7294  0.268
H 3.3045 -21.6248 19.0888  0.462
N 12.1607 -15.9966 22.9392  0.431
H 11.4382 -21.7897 11.4525  0.427
C 14.4168 -14.8003 23.0600  -1.650
H 13.8030 -25.7425 14.0447  0.336
O 10.7248 -21.1305 17.2048  -0.531
H 3.5768 -17.8944 21.3335  0.396
H 8.8722 -18.7327 17.2071  0.104
C 8.8141 -25.9488 19.7420  -1.799
H 6.2337 -25.1078 15.8487  0.373
C 13.4719 -17.0254 20.5468  -0.911
H 11.3344 -25.9785 17.5481  0.191
H 12.5545 -13.0035 21.4566  0.395
C 8.3389 -13.8444 13.2368  -1.964
H 12.8012 -18.8387 21.3089  0.443
O 8.4641 -15.6990 15.2860  -0.362
H 11.8484 -25.5400 19.1215  0.388
H 14.4847 -18.2235 23.1485  0.307
O 10.5082 -18.2587 15.9776  -0.523
H 9.8565 -20.0902 18.8097  -0.111
C 7.5318 -22.9243 17.6480  -1.859
H 11.4416 -17.9536 20.7845  0.150
H 13.4042 -25.9664 12.4055  0.404
H 3.3956 -20.7904 20.6517  0.434
C 10.1988 -23.7944 19.6773  -1.518
H 9.1667 -22.8928 13.6668  0.192
O 11.8040 -15.5691 24.1812  -0.499
H 11.3419 -25.3772 12.2843  0.312
C 5.5728 -19.6214 22.3488  -1.871
C 13.0544 -14.9761 22.3665  1.806
C 10.1153 -22.3728 13.5328  -1.273
H 7.3788 -11.2916 14.2777  0.461
H 5.4142 -16.8756 21.7744  0.455
H 8.6660 -26.9891 19.4522  0.475
H 10.0334 -21.4867 12.9033  0.349
H 7.1005 -13.2351 17.7427  0.256
C 5.1836 -19.9883 17.7322  -0.994
H 10.8931 -14.5948 16.8811  0.532
H 10.4271 -25.1935 13.8800  0.374
H 5.7848 -13.3880 14.0236  0.454
C 7.4962 -25.2595 19.9454  -0.276
H 13.8697 -17.3649 24.4752  0.412
C 6.8879 -25.1449 18.5279  -1.488
H 8.0532 -14.2022 18.9347  0.445
H 10.6019 -24.0403 20.6597  0.486
H 14.7110 -22.9786 14.6682  0.305
H 8.0358 -17.6709 21.9421  0.449
H 9.3956 -14.0697 13.0932  0.394
N 8.7386 -14.2694 15.4731  0.064
H 8.3255 -18.5163 20.5883  0.329
H 15.8220 -23.3129 13.4379  0.385
H 10.4264 -23.2413 10.8896  0.345
C 9.7671 -25.0588 18.8171  1.779
H 14.9601 -14.1631 22.3622  0.422
C 12.3926 -17.8282 21.3022  -1.014
H 5.6616 -19.0145 23.2499  0.446
H 4.6549 -21.8957 20.1689  0.243
C 11.3043 -22.8709 11.4189  -1.202
H 6.9533 -25.9290 20.6125  0.459
H 11.1015 -19.3630 22.9354  0.466
H 14.4911 -17.3974 20.6518  0.411
H 7.8747 -14.7062 12.7574  0.394
H 9.6270 -12.1116 17.9824  0.427
H 12.5495 -15.0115 20.2810  -0.026
H 2.7678 -18.8891 19.3679  0.319
H 11.4161 -19.5708 18.4641  0.489
H 6.6439 -22.6671 17.0705  0.495
H 14.9390 -15.7493 23.1815  0.307
H 4.5252 -19.9226 22.3495  0.327
C 11.0205 -26.0109 18.5914  -1.614
C 7.3076 -24.9512 15.9501  -1.565
N 9.1663 -24.8201 17.4648  -0.600
H 6.0589 -16.8927 20.1923  0.283
H 6.1224 -14.7871 14.6761  0.415
H 13.2017 -18.9053 24.2640  0.470
C 10.0345 -14.7320 17.5384  -1.499
O 6.9993 -20.6778 19.7949  0.200
H 5.7967 -20.8810 17.6086  -0.402
H 14.9314 -25.4145 12.8099  0.518
H 6.1521 -20.5283 22.5225  0.326
C 7.7300 -18.6171 21.4957  -2.599
C 7.7531 -14.0952 17.8923  -1.556
H 13.2440 -17.2691 19.5092  0.398
C 12.3919 -23.5319 10.5814  -0.818
H 11.9741 -24.5191 10.3839  0.378
C 12.3105 -17.4932 22.8844  1.717
H 5.8186 -19.1455 17.4591  0.407
C 13.3254 -15.4563 20.9041  -0.909
H 7.4990 -22.7724 18.7269  0.426
H 12.2416 -13.2123 23.2315  0.391
H 7.6032 -24.1146 15.3170  0.219
H 10.1704 -23.2916 17.0726  0.097
C 5.5264 -17.5229 20.9046  -1.033
C 4.7696 -19.9574 19.1821  1.669
C 9.9620 -18.7115 17.2013  0.752
C 11.1019 -23.3714 12.8768  1.335
O 12.3209 -23.6340 14.9450  -0.397
H 6.6514 -26.1501 18.1793  0.537
C 8.3520 -11.4558 16.3083  -0.646
H 7.3533 -11.4250 16.7439  0.321
H 11.2303 -13.8604 21.9496  0.461
H 10.1716 -17.8883 22.6292  0.328
C 14.8079 -22.9405 13.5832  -1.790
C 8.9150 -13.8927 16.9205  1.509
C 10.5990 -24.8317 12.8663  -1.698
C 3.8351 -18.6988 19.2553  -1.421
C 7.8418 -13.4961 14.6272  1.879
C 6.3745 -13.7442 14.8682  -1.845
H 10.8749 -27.0369 18.9292  0.389
C 9.3326 -12.3375 16.9575  -1.317
H 7.8659 -15.8406 16.0235  0.316
C 13.8863 -25.2533 13.0742  -1.996
H 4.3429 -20.1001 17.0475  0.549
H 8.2114 -19.4332 22.0345  0.360
H 7.3033 -15.0606 17.6602  0.381
H 14.1212 -14.3926 24.0267  0.390
C 6.2321 -18.8804 21.1858  2.457
H 9.4185 -26.1546 20.6254  0.606
C 10.5209 -19.9346 17.9597  -0.362
N 6.0102 -19.7598 20.0181  0.297
C 12.2635 -13.6897 22.2519  -2.021
C 11.0347 -18.2973 23.1544  -2.209
H 9.5621 -24.9137 12.5404  0.536
N 12.4463 -23.2732 13.5792  0.515
H 11.0105 -15.0427 24.0590  0.338
H 10.3231 -14.4146 18.5404  0.471
H 7.8394 -25.8627 15.6771  0.441
H 7.7407 -20.1110 19.5697  -0.152
H 10.7322 -18.3012 24.2016  0.584
H 5.9854 -13.5068 15.8583  0.283
H 8.2899 -22.3273 17.1411  0.145

Forces on atoms 1 to 2 (eV/Å):
H 0.6 -0.4 0.2
H 0.5 0.5 0.2

Computed properties:
Net charge: +1
Largest force on an atom in eV/Å: 6.796
Total energy in eV: -77277.00048
Energy above the lowest of the compared OMol25 structures with the same formula, charge and spin in kcal/mol: 143.4
HOMO in Eh: -0.360
HOMO-LUMO gap in eV: 2.416


# 2
This record from the OMol25 dataset describes a structure of composition C21H51BrInN2O5. The level of theory is the ωB97M-V functional and the def2-TZVPD basis.

Last column: Mulliken charge in e.
CARTESIAN COORDINATES (ANGSTROEM)
C -0.2864 -4.5197 -1.6545  -0.471
H -1.1699 -5.3735 3.5377  0.328
O -1.6683 -4.3739 1.7804  -0.404
O -1.2362 4.1422 0.2189  -0.225
H 2.0156 0.4897 -4.3716  0.391
H -3.3318 3.4909 4.5128  0.382
O 0.7616 -4.0367 -2.4578  -0.374
C 0.8603 -2.6182 -2.4934  -0.421
C 1.1666 -2.9571 5.5106  -0.807
H -1.8007 6.3448 2.6698  0.376
H -0.9560 6.1438 0.4255  0.388
H -2.9730 2.9688 0.2680  0.284
H -0.8460 -3.3654 4.9965  0.196
H 0.2050 2.7577 2.7406  0.335
H 0.9731 -3.0206 6.5854  0.392
O -1.0570 2.1225 4.2767  -0.364
H 3.5817 -3.6220 4.7651  0.338
H 0.0062 1.0103 2.9506  0.229
H 2.4485 -1.3782 -3.0843  0.490
C -1.6578 5.3749 0.7647  -0.894
C -0.1166 -2.5627 4.8175  -0.218
H -0.4480 -3.9047 -0.7835  0.050
C -1.6241 5.3375 2.2767  -0.177
O 1.6247 -4.2369 5.0918  -0.348
H 2.5926 1.1104 -7.2234  0.279
C -2.1157 -3.2533 2.5189  -0.646
H 2.6290 -3.0283 -3.5243  0.299
C 2.3649 -1.1768 -5.7064  -0.946
H -0.5027 -1.6541 5.2897  0.344
H -0.6051 5.0426 2.5628  0.155
C -1.2162 3.4569 4.7092  -0.507
H -2.6119 5.0697 4.7945  0.413
H -0.0298 2.8642 -6.5673  0.434
H 2.6111 -3.8363 3.2897  0.269
C 1.9743 1.2252 -6.3493  -0.779
H -1.0084 -6.2745 2.0178  0.301
H 2.0230 -1.2441 -6.7242  0.465
C -2.2507 3.3962 -0.4418  -0.648
N 0.0990 -2.2982 3.4034  -0.215
H 0.4555 -1.4265 -4.8057  0.506
C 2.0257 2.6741 -5.9033  -0.559
H -2.7837 4.0154 -1.1654  0.387
Br -2.2970 1.9327 -3.8491  -0.622
H 1.9407 -2.2009 5.3513  0.422
C -0.5120 1.9680 2.9746  -0.574
H -2.4824 -3.5727 3.5029  0.370
H -1.2105 -4.5405 -2.2169  0.316
C 2.7943 -4.2211 4.2987  -0.674
H 0.8062 3.0930 -2.6284  -0.341
C 2.5036 0.2806 -5.3127  -0.543
H 0.1937 -5.0551 2.4329  0.159
C -0.8712 -5.3009 2.4885  -0.585
H -1.2849 1.9477 2.2034  0.191
In -0.2585 3.6124 -3.9421  0.652
H 2.7338 3.2085 -6.5128  0.386
H 0.6378 -3.0544 3.0021  0.051
C 0.6742 3.3885 -5.9431  -1.326
H -0.8290 5.2899 -3.7505  -0.352
C 1.3962 -1.9439 -4.8522  -0.824
H -1.7702 2.5874 -0.9826  0.105
C 1.9133 -2.2276 -3.4712  -0.721
H 0.9715 0.9426 -6.6287  0.382
H 3.5451 0.5160 -5.1823  0.227
H -1.6404 -1.2328 3.0012  0.232
H 1.1108 -2.2552 -1.5042  0.219
H 3.1425 -5.2492 4.2162  0.235
H -0.3218 4.0412 4.4589  0.364
H 1.1878 -2.8857 -5.3360  0.345
H -2.9815 -2.8718 1.9729  0.375
H -0.0662 -5.5267 -1.3437  0.261
C -2.4949 4.1360 4.2322  -0.744
H -0.8034 -1.8641 1.5952  0.380
H -1.2635 3.4094 5.8013  0.340
H -2.6529 5.6445 0.3979  0.406
H -0.1005 -2.1913 -2.7597  0.417
H 2.4196 2.7249 -4.9036  0.400
H -2.6086 3.5713 2.2900  0.084
C -1.1150 -2.1103 2.6126  -0.496
N -2.6347 4.4367 2.8133  -0.316
H 0.7835 4.3654 -6.3708  0.371
H 3.3224 -1.6687 -5.6747  0.403

Forces on atoms 1 to 2 (eV/Å):
C 0.0 0.3 -0.4
H 0.0 0.0 0.0

Computed properties:
Net charge: -1
Largest force on an atom in eV/Å: 0.829
Total energy in eV: -111036.15569
HOMO in Eh: -0.175
HOMO-LUMO gap in eV: 6.990


# 3
This record from the OMol25 dataset describes a cluster of 2 separate species, C6H17N2 in total at a distorted geometry. The level of theory is the ωB97M-V functional and the def2-TZVPD basis.

Last column: natural (NBO) charge in e.
CARTESIAN COORDINATES (ANGSTROEM)
H 0.6145 -3.3508 1.5305  0.239
H -3.8124 -0.4346 -1.1294  0.236
C -3.2876 0.5148 -1.1031  -0.618
N 0.4183 -1.3564 2.0981  -0.520
H 3.0273 2.5129 -2.1293  0.383
C 0.9219 0.0081 1.7325  -0.397
H -0.5612 -1.3965 1.8325  0.352
H 0.6110 0.6806 2.5458  0.292
C -1.0200 0.7057 0.2735  -0.555
H 3.9685 1.2063 -2.1494  0.371
H 2.1383 -2.5766 1.6707  0.222
H -1.2216 0.7218 -1.8537  0.222
H -1.0640 1.8125 0.2745  0.337
C -1.7751 0.2558 -1.0386  -0.359
H 1.1456 -2.1295 0.2485  0.164
H -3.5883 1.0682 -0.2156  0.216
H -3.5263 1.0698 -2.0025  0.242
C 1.1249 -2.4151 1.3066  -0.430
C 0.3900 0.4012 0.4234  0.435
H 2.0051 -0.0246 1.8172  0.250
H 1.0554 0.8015 -0.3420  0.216
H -1.5497 0.3379 1.1539  0.234
H 2.5189 0.8929 -1.6104  0.329
N 3.0075 1.5039 -2.2401  -1.076
H -1.5410 -0.8098 -1.0936  0.212

Forces on atoms 1 to 2 (eV/Å):
H -0.2 0.0 -0.5
H -0.2 0.0 0.1

Computed properties:
Net charge: +1
Largest force on an atom in eV/Å: 2.698
Total energy in eV: -9467.98377
Energy above the lowest of the compared OMol25 structures with the same formula, charge and spin in kcal/mol: 93.4
HOMO in Eh: -0.485
HOMO-LUMO gap in eV: 6.082